ORCA calculation (wB97M-V/def2-TZVPD) on a cluster of 3 separate species, C4H10 in total at a distorted geometry.

Summary:
Largest force on an atom: 1.85 eV/A
Kohn-Sham gap (spin up / spin down): 4.907 / 5.952 eV
Lowest unoccupied orbital energy (spin up / spin down): 4.260 / 4.220 eV
⟨S²⟩: 0.757
Energy relative to the best compared isomer or geometry (same formula, charge and spin): 2.802 eV
2S+1: 2
Molecular weight: 58.12 g mol⁻¹
Net charge: -1

Bonds (Å) are listed after each position.
CARTESIAN COORDINATES (ANGSTROEM)
1 C 2.018 1.247 0.694  H6 1.088, H8 1.100, H11 1.087, H14 1.096
2 C -1.005 -0.098 -0.128  C3 1.415, C4 1.383, H7 1.087
3 C -0.408 -0.334 -1.389  C2 1.415, H12 1.087, H13 1.095
4 C -0.992 -1.029 0.894  C2 1.383, H5 1.077, H10 1.083
5 H -0.446 -1.923 0.647  C4 1.077
6 H 1.335 0.753 1.381  C1 1.088
7 H -1.478 0.852 0.105  C2 1.087
8 H 2.195 2.271 1.057  C1 1.100
9 H -2.161 -1.162 -1.655  no bonds
10 H -1.669 -0.919 1.732  C4 1.083
11 H 1.537 1.216 -0.280  C1 1.087
12 H -0.544 0.315 -2.250  C3 1.087
13 H 0.511 -0.922 -1.481  C3 1.095
14 H 3.049 0.888 0.592  C1 1.096


ORCA calculation (wB97M-V/def2-TZVPD) on a cluster of 2 separate species, C4H10 in total at a distorted geometry.

Summary:
Largest force on an atom: 5.75 eV/A
Kohn-Sham gap: 10.788 eV
Lowest unoccupied orbital energy: 1.261 eV
Energy relative to the best compared isomer or geometry (same formula, charge and spin): 1.996 eV
2S+1: 1
Molecular weight: 58.12 g mol⁻¹

Bonds (Å) are listed after each position.
CARTESIAN COORDINATES (ANGSTROEM)
1 C 0.549 1.940 -2.715  C2 1.316, C4 1.419, H6 1.102
2 C -0.041 1.016 -1.988  C1 1.316, H5 1.207, H14 1.075
3 C -1.518 -2.749 5.293  H8 1.067, H9 1.148, H10 1.134, H13 1.002
4 C 1.601 1.684 -3.633  C1 1.419, H7 1.113, H11 1.061, H12 1.109
5 H 0.040 -0.117 -2.395  C2 1.207
6 H 0.297 3.005 -2.581  C1 1.102
7 H 1.367 0.912 -4.399  C4 1.113
8 H -2.151 -1.905 5.135  C3 1.067
9 H -0.559 -2.404 5.822  C3 1.148
10 H -1.178 -3.027 4.247  C3 1.134
11 H 2.463 1.295 -3.150  C4 1.061
12 H 1.766 2.639 -4.170  C4 1.109
13 H -1.800 -3.540 5.839  C3 1.002
14 H -0.837 1.250 -1.304  C2 1.075


Please write out number 2 again, unchanged.
ORCA calculation (wB97M-V/def2-TZVPD) on a cluster of 2 separate species, C4H10 in total at a distorted geometry.

Summary:
Largest force on an atom: 5.75 eV/A
Kohn-Sham gap: 10.788 eV
Lowest unoccupied orbital energy: 1.261 eV
Energy relative to the best compared isomer or geometry (same formula, charge and spin): 1.996 eV
2S+1: 1
Molecular weight: 58.12 g mol⁻¹

Bonds (Å) are listed after each position.
CARTESIAN COORDINATES (ANGSTROEM)
1 C 0.549 1.940 -2.715  C2 1.316, C4 1.419, H6 1.102
2 C -0.041 1.016 -1.988  C1 1.316, H5 1.207, H14 1.075
3 C -1.518 -2.749 5.293  H8 1.067, H9 1.148, H10 1.134, H13 1.002
4 C 1.601 1.684 -3.633  C1 1.419, H7 1.113, H11 1.061, H12 1.109
5 H 0.040 -0.117 -2.395  C2 1.207
6 H 0.297 3.005 -2.581  C1 1.102
7 H 1.367 0.912 -4.399  C4 1.113
8 H -2.151 -1.905 5.135  C3 1.067
9 H -0.559 -2.404 5.822  C3 1.148
10 H -1.178 -3.027 4.247  C3 1.134
11 H 2.463 1.295 -3.150  C4 1.061
12 H 1.766 2.639 -4.170  C4 1.109
13 H -1.800 -3.540 5.839  C3 1.002
14 H -0.837 1.250 -1.304  C2 1.075